This record from the OMol25 dataset describes a 2-piece molecular cluster, C4H8O3 overall. The level of theory is ωB97M-V/def2-TZVPD.

Structure (ORCA input):
```
! wB97M-V def2-TZVPD RIJCOSX def2/J DEFGRID3
* xyz 0 1
O 0.3275 1.7485 -0.6294
C 0.6308 0.5965 -0.4841
C -0.4760 -0.4598 -0.6866
C -0.5945 -1.6057 0.3432
C -1.8217 -1.4786 1.1793
O -2.8141 -2.1597 1.0528
H 1.6366 0.2759 -0.1900
H -1.3455 0.2055 -0.6462
H -0.4972 -0.8103 -1.7152
H 0.3286 -1.8078 0.8984
H -0.6217 -2.5554 -0.2017
H -1.8235 -0.8570 2.1011
O 3.6118 2.4818 -0.5538
H 3.1028 3.0528 -1.1734
H 3.8019 3.0117 0.2046
*
```

Output
* gap between HOMO and LUMO: 10.76 eV
* LUMO level: 0.774 eV
* HOMO level: -9.99 eV
* SMILES: O=CCCC=O.O
* relative energy (zero: lowest compared OMol25 entry of this formula, charge and spin): 211.2 kJ/mol
* strongest force on any atom: 0.0404 hartree/bohr


This record from the OMol25 dataset describes C17H14BrClO2Ru as an isolated structure. The level of theory is ωB97M-V/def2-TZVPD.

Structure (ORCA input):
```
! wB97M-V def2-TZVPD RIJCOSX def2/J DEFGRID3
* xyz -1 6
C -0.1004 -2.3049 -1.4061
C 0.9369 -2.0339 -0.4390
C 0.3272 -1.9174 0.8406
H 2.0046 -2.0366 -0.6116
C -1.0834 -1.9394 0.6849
C -1.3698 -2.2573 -0.7079
H -2.3092 -2.6023 -1.1164
H 0.0837 -2.6417 -2.4122
H 0.8620 -1.9145 1.7812
H -1.7647 -1.8279 1.5328
Ru -0.5568 -0.1034 -0.8903
Br 0.3368 0.4328 -3.0162
C -3.0000 1.2521 -3.7024
C -3.8143 0.1149 -3.5122
C -3.2295 -0.9729 -4.2141
H -4.6747 0.0535 -2.8538
C -2.0533 -0.5057 -4.8390
C -1.9174 0.8846 -4.5346
H -1.1384 1.5468 -4.8881
H -3.1099 2.2129 -3.2109
H -3.5639 -2.0081 -4.1903
H -1.3108 -1.1160 -5.3536
Cl 3.4524 2.2551 6.5814
C 2.8283 1.9018 5.0373
C 3.7061 1.8274 3.9358
C 3.1838 1.4706 2.6954
C 1.8311 1.1122 2.5535
C 0.9370 1.3246 3.6223
C 1.4502 1.6774 4.8916
C 1.4128 0.6686 1.1818
O 2.2530 0.4190 0.2890
O 0.1062 0.5526 1.1222
H 4.7643 2.0393 4.0996
H 3.8577 1.4606 1.8379
H -0.1404 1.2022 3.4452
H 0.8030 1.7731 5.7660
*
```

Output
* gap between HOMO and LUMO (alpha / beta): 6.10 / 5.90 eV
* LUMO level (alpha / beta): 2.648 / 1.360 eV
* HOMO level (alpha / beta): -3.45 / -4.54 eV
* relative energy (zero: lowest compared OMol25 entry of this formula, charge and spin): 0.0 kJ/mol
* strongest force on any atom: 0.0504 hartree/bohr


This record from the OMol25 dataset describes C39H57IrN9P2S as an isolated structure. The level of theory is ωB97M-V/def2-TZVPD.

Structure (ORCA input):
```
! wB97M-V def2-TZVPD RIJCOSX def2/J DEFGRID3
* xyz 3 1
Ir 0.7870 1.1274 -0.0275
C -0.2149 3.5059 -4.9444
N -0.0089 2.4095 -3.9923
C 0.0088 1.0895 -4.3221
C 0.1953 0.4048 -3.1610
N 0.2867 1.2825 -2.1180
C 0.1640 2.5052 -2.6574
P 0.1200 4.1071 -1.8001
C -0.9736 3.5554 -0.4704
N -0.8178 2.3906 0.1543
C -1.8530 2.2672 1.0441
C -2.6456 3.3696 0.9349
N -2.0848 4.1679 -0.0203
C -2.6124 5.4649 -0.4561
C 1.6618 3.8862 -0.8661
N 2.0535 2.7295 -0.3289
C 3.3000 2.9430 0.2013
C 3.6585 4.2352 -0.0298
N 2.6223 4.8154 -0.7023
C 2.5793 6.2170 -1.1319
H 0.0201 3.1400 -5.9394
H -1.2504 3.8386 -4.9195
H 0.4480 4.3339 -4.7103
H -0.1066 0.7482 -5.3366
H 0.2177 -0.6542 -3.0313
H -1.9603 1.4126 1.6853
H -3.5497 3.6438 1.4512
H -3.6628 5.5155 -0.1859
H -2.0751 6.2732 0.0347
H -2.5206 5.5575 -1.5349
H 3.8726 2.1714 0.6787
H 4.5542 4.7778 0.2191
H 3.5980 6.5679 -1.2669
H 2.0510 6.2960 -2.0779
H 2.0837 6.8240 -0.3774
C 2.0779 1.5358 5.1374
N 2.8152 0.8090 4.1061
C 3.9733 0.0767 4.3040
C 4.3467 -0.4196 3.1188
N 3.4011 0.0113 2.1703
C 2.4622 0.7610 2.8148
S 1.0542 1.5247 2.2527
C 3.5469 -0.2416 0.7819
C 4.8160 -0.5371 0.3073
C 4.9691 -0.9674 -0.9975
C 3.8368 -1.1292 -1.7783
C 2.6247 -0.7748 -1.2358
N 2.4468 -0.2876 0.0112
H 2.5567 1.3500 6.0937
H 1.0487 1.1816 5.1699
H 2.0929 2.6024 4.9206
H 4.4152 -0.0365 5.2787
H 5.1478 -1.0901 2.8725
H 5.6765 -0.4308 0.9496
H 5.9546 -1.1931 -1.3828
H 3.8883 -1.5040 -2.7905
H 1.7184 -0.8886 -1.7970
C 0.4142 -5.2098 -1.8380
C -0.2257 -4.2101 -2.8080
C -0.1800 -2.7751 -2.2587
C -0.3587 -2.7758 -0.7349
C 0.8710 -3.4657 -0.0884
C 1.4955 -4.5232 -1.0125
P -0.7666 -1.1667 0.1379
C -0.6325 -1.7281 1.9241
C -1.1958 -3.1491 2.2734
C -2.4165 -3.1132 3.1886
C -2.1015 -2.4374 4.5252
C -1.1280 -1.2634 4.3367
C -1.2285 -0.7149 2.9149
C -2.5544 -0.7970 -0.1120
C -2.7705 0.0260 -1.4041
C -4.2441 0.0019 -1.7973
C -4.6602 -1.4130 -2.2289
C -3.8656 -2.4921 -1.4781
C -3.5028 -2.0196 -0.0732
H 0.8286 -6.0514 -2.3910
H -0.3377 -5.6285 -1.1634
H -1.2599 -4.4900 -3.0169
H 0.3000 -4.2353 -3.7639
H -0.9535 -2.1800 -2.7476
H 0.7875 -2.3457 -2.5196
H -1.2638 -3.3651 -0.5602
H 0.5784 -3.9518 0.8376
H 1.6207 -2.7177 0.1826
H 2.0333 -5.2519 -0.4062
H 2.2372 -4.0696 -1.6791
H 0.4530 -1.7540 2.0776
H -0.4082 -3.7114 2.7813
H -1.4370 -3.7176 1.3785
H -2.7600 -4.1331 3.3629
H -3.2404 -2.5989 2.6887
H -1.6800 -3.1605 5.2242
H -3.0301 -2.0809 4.9726
H -0.0950 -1.5881 4.5069
H -1.3393 -0.4828 5.0691
H -0.7048 0.2250 2.8383
H -2.2840 -0.5279 2.6933
H -2.7901 -0.1481 0.7324
H -2.1791 -0.3846 -2.2290
H -2.4175 1.0470 -1.2480
H -4.4379 0.7126 -2.6017
H -4.8417 0.3321 -0.9420
H -4.5100 -1.5316 -3.3033
H -5.7273 -1.5481 -2.0510
H -2.9545 -2.7427 -2.0302
H -4.4453 -3.4130 -1.4200
H -3.0865 -2.8325 0.5175
H -4.4199 -1.7199 0.4403
*
```

Output
* gap between HOMO and LUMO: 7.67 eV
* LUMO level: -7.965 eV
* HOMO level: -15.63 eV
* relative energy (zero: lowest compared OMol25 entry of this formula, charge and spin): 111.6 kJ/mol
* strongest force on any atom: 0.0501 hartree/bohr


This record from the OMol25 dataset describes a 5-piece molecular cluster, H10O5 overall. The level of theory is ωB97M-V/def2-TZVPD.

Structure (ORCA input):
```
! wB97M-V def2-TZVPD RIJCOSX def2/J DEFGRID3
* xyz 0 1
O -0.6756 0.3813 0.5360
H 0.1134 -0.1727 0.5010
H -0.4716 1.0143 1.1670
O -1.3226 -1.3567 -1.6640
H -1.2486 -0.5477 -1.1190
H -1.9416 -1.9657 -1.3140
O 3.2994 0.9553 1.1980
H 4.0154 0.6513 1.8080
H 2.7434 0.1773 1.1520
O -3.0896 1.5293 -1.3240
H -3.2136 2.3653 -1.7690
H -2.3786 1.6323 -0.6710
O 1.5344 -1.2997 0.7160
H 0.7754 -1.8707 0.9450
H 1.8604 -1.4937 -0.1620
*
```

Output
* gap between HOMO and LUMO: 11.36 eV
* LUMO level: 0.343 eV
* HOMO level: -11.01 eV
* SMILES: O.O.O.O.O
* relative energy (zero: lowest compared OMol25 entry of this formula, charge and spin): 105.9 kJ/mol
* strongest force on any atom: 0.0542 hartree/bohr


This record from the OMol25 dataset describes C45H83F3O18 as an isolated structure. The level of theory is ωB97M-V/def2-TZVPD.

Structure (ORCA input):
```
! wB97M-V def2-TZVPD RIJCOSX def2/J DEFGRID3
* xyz 0 1
C 5.0098 0.0256 -1.2005
C 5.1825 -1.3651 -1.7274
C 4.0664 -2.0323 -2.2498
C 4.1446 -3.3326 -2.7293
C 2.8984 -3.9862 -3.2614
F 2.5269 -3.5102 -4.4512
F 1.8603 -3.7468 -2.4414
F 3.0376 -5.3139 -3.3765
C 5.3474 -4.0320 -2.7027
C 6.4584 -3.3915 -2.1667
C 6.3927 -2.0776 -1.6953
C 7.6702 -1.4989 -1.1615
O 7.9965 -0.3529 -1.3180
C 8.5385 -2.4732 -0.4650
C 8.5821 -3.7374 -0.8894
C 9.4006 -4.7976 -0.2163
C 8.5279 -5.5346 0.8065
C 9.3391 -6.4157 1.7450
O 7.5125 -6.3028 0.1551
C 7.7563 -4.1103 -2.0662
O 8.1126 -4.9251 -2.8688
H 4.6696 -0.0396 -0.1661
H 4.2604 0.5818 -1.7548
H 5.9272 0.5943 -1.1955
H 3.1242 -1.5030 -2.2550
H 5.4278 -5.0400 -3.0705
H 9.1124 -2.1325 0.3824
H 9.7330 -5.4915 -0.9844
H 10.2468 -4.3341 0.2784
H 8.0222 -4.7659 1.3939
H 9.4115 -5.9438 2.7188
H 8.7852 -7.3399 1.8868
H 10.3133 -6.6777 1.3475
H 6.7509 -5.7265 0.0487
C -5.0234 -1.1434 -0.8509
O -4.4890 -2.3795 -0.4271
C -5.1065 -3.5122 -1.0159
C -4.0955 -4.5837 -1.3629
O -3.2525 -4.2681 -2.4590
C -2.2540 -3.2788 -2.2784
C -1.0781 -3.6888 -1.4174
O -1.4266 -3.7663 -0.0442
C -0.7963 -4.8238 0.6438
H -5.9832 -0.9397 -0.3622
H -4.3135 -0.3643 -0.5759
H -5.1566 -1.1150 -1.9373
H -5.6539 -3.2295 -1.9215
H -5.8222 -3.9291 -0.2949
H -4.6586 -5.4630 -1.6860
H -3.5202 -4.8826 -0.4852
H -2.6866 -2.3385 -1.9303
H -1.8567 -3.0954 -3.2815
H -0.2920 -2.9315 -1.5258
H -0.6878 -4.6474 -1.7750
H -0.8709 -5.7629 0.0849
H -1.3088 -4.9489 1.5967
H 0.2594 -4.5994 0.8351
C -2.2843 3.3101 -0.4178
O -2.1019 2.0273 0.1450
C -3.3051 1.3894 0.5372
C -3.2780 -0.0930 0.2370
O -3.3677 -0.4311 -1.1372
C -2.2543 -0.1789 -1.9815
C -1.0634 -1.0862 -1.7539
O -0.3781 -0.7865 -0.5490
C 0.0959 -1.9304 0.1297
H -2.4905 4.0536 0.3592
H -1.3642 3.5839 -0.9318
H -3.1002 3.3116 -1.1478
H -4.1678 1.8441 0.0390
H -3.4250 1.5191 1.6222
H -4.1749 -0.5253 0.6895
H -2.4220 -0.5748 0.7133
H -1.9702 0.8740 -1.9642
H -2.6182 -0.3922 -2.9901
H -0.3623 -0.9544 -2.5903
H -1.4097 -2.1261 -1.7484
H -0.6784 -2.7021 0.2060
H 0.3763 -1.6234 1.1366
H 0.9770 -2.3529 -0.3699
C 0.1384 -2.8261 -5.8524
O -0.9587 -2.4432 -6.6534
C -1.9745 -1.7985 -5.9042
C -2.5368 -0.5890 -6.6179
O -1.6665 0.5295 -6.6831
C -0.5409 0.4797 -7.5458
C -0.8603 0.5539 -9.0233
O -1.4397 -0.6498 -9.4972
C -2.4495 -0.4581 -10.4624
H -0.1210 -3.6629 -5.1938
H 0.9481 -3.1364 -6.5102
H 0.4883 -1.9816 -5.2483
H -1.5902 -1.4969 -4.9226
H -2.7871 -2.5198 -5.7421
H -3.3914 -0.2423 -6.0305
H -2.9213 -0.8573 -7.6032
H 0.0965 -0.3780 -7.3250
H 0.0332 1.3771 -7.3021
H 0.0749 0.7264 -9.5721
H -1.5300 1.4026 -9.2013
H -3.1614 0.3125 -10.1467
H -2.9865 -1.3997 -10.5683
H -2.0231 -0.1821 -11.4332
C -0.1877 3.8194 2.2183
O -0.3773 5.1438 2.6746
C -0.8476 5.2194 4.0109
C -0.1982 6.3485 4.7785
O 1.1666 6.1440 5.1132
C 2.1447 6.2088 4.0883
C 2.4167 7.5953 3.5448
O 1.3525 8.0627 2.7332
C 1.0886 9.4402 2.8735
H -1.1420 3.3489 1.9821
H 0.4207 3.8599 1.3154
H 0.3410 3.2126 2.9624
H -0.6706 4.2767 4.5407
H -1.9298 5.3967 3.9808
H -0.7147 6.4147 5.7394
H -0.3476 7.3048 4.2744
H 1.9280 5.5068 3.2815
H 3.0682 5.8727 4.5669
H 3.3261 7.5549 2.9306
H 2.5929 8.2784 4.3831
H 1.0365 9.7307 3.9286
H 0.1211 9.6385 2.4143
H 1.8511 10.0440 2.3685
C -3.9848 0.3614 5.3821
O -3.7464 1.1176 6.5479
C -2.5242 1.8355 6.5319
C -2.6620 3.2098 7.1509
O -3.3938 4.1493 6.3782
C -4.7983 3.9859 6.2503
C -5.5971 4.2647 7.5055
O -5.4384 3.2391 8.4708
C -5.3938 3.7067 9.8005
H -3.3829 -0.5543 5.3741
H -5.0393 0.0887 5.3750
H -3.7719 0.9418 4.4770
H -2.1490 1.9398 5.5074
H -1.7859 1.2685 7.1140
H -1.6542 3.6295 7.2150
H -3.0410 3.1489 8.1721
H -5.0515 3.0106 5.8321
H -5.0965 4.7362 5.5135
H -6.6595 4.3215 7.2343
H -5.2903 5.2334 7.9154
H -4.7092 4.5561 9.9015
H -5.0259 2.8927 10.4234
H -6.3895 3.9996 10.1515
*
```

Output
* gap between HOMO and LUMO: 6.45 eV
* LUMO level: -1.134 eV
* HOMO level: -7.59 eV
* strongest force on any atom: 0.2621 hartree/bohr


This record from the OMol25 dataset describes C5H11N3 as an isolated structure. The level of theory is ωB97M-V/def2-TZVPD.

Structure (ORCA input):
```
! wB97M-V def2-TZVPD RIJCOSX def2/J DEFGRID3
* xyz 0 1
C -0.6934 1.2849 1.4939
C -0.3526 2.3523 -1.2516
C -0.0359 -0.6831 0.4468
C 1.4947 -0.8809 -0.1578
C -0.5121 -2.0032 -0.3916
H -0.7172 0.7532 2.4258
H -1.4731 2.1472 1.2953
H 0.3957 1.7292 1.4519
H -0.3068 2.6027 -2.2374
H -0.2186 3.0936 -0.4092
H 0.0564 -1.1293 1.5206
H 2.3162 -1.2010 0.5316
H 2.0668 -0.3155 -0.9358
H 1.2077 -2.4630 -1.5230
H -1.0375 -2.8790 0.4074
H -1.5570 -1.7876 -1.3326
N -0.8505 0.4839 0.2697
N -0.7128 1.0681 -0.9782
N 0.9300 -2.1725 -0.6257
*
```

Output
* gap between HOMO and LUMO: 9.47 eV
* LUMO level: 1.000 eV
* HOMO level: -8.47 eV
* relative energy (zero: lowest compared OMol25 entry of this formula, charge and spin): 639.2 kJ/mol
* strongest force on any atom: 0.1475 hartree/bohr


Among the records above, which one has the lowest strongest force on any atom? C4H8O3


Which of these has the highest strongest force on any atom? C45H83F3O18